{
  "formula": "C16H16Cl2N4O2S",
  "method": "the ωB97M-V functional and the def2-TZVPD basis",
  "species": ["C", "H", "H", "C", "N", "C", "S", "N", "N", "C", "O", "C", "C", "C", "C", "N", "C", "O", "C", "C", "C", "C", "C", "C", "C", "Cl", "H", "Cl", "H", "H", "H", "H", "H", "H", "H", "H", "H", "H", "H", "H", "H"],
  "xyz": [[-6.553, -1.832, 0.084], [-6.459, -1.381, 1.069], [-7.522, -2.318, 0.010], [-6.421, -0.759, -0.991], [-5.167, -0.053, -0.883], [-5.048, 1.143, -0.286], [-6.313, 2.132, 0.087], [-3.782, 1.628, -0.090], [-2.652, 0.822, -0.097], [-2.455, -0.163, 0.818], [-3.271, -0.451, 1.670], [-1.157, -0.893, 0.686], [-0.891, -1.857, 1.624], [0.306, -2.585, 1.590], [1.195, -2.314, 0.594], [0.949, -1.377, -0.341], [-0.205, -0.598, -0.356], [-0.336, 0.258, -1.232], [1.948, -1.116, -1.371], [3.014, -0.187, -0.853], [2.749, 1.176, -0.765], [3.685, 2.065, -0.270], [4.919, 1.586, 0.144], [5.214, 0.234, 0.069], [4.258, -0.640, -0.423], [4.670, -2.320, -0.500], [6.176, -0.133, 0.390], [6.104, 2.675, 0.757], [3.463, 3.118, -0.210], [1.786, 1.536, -1.094], [2.382, -2.064, -1.693], [1.424, -0.641, -2.205], [2.136, -2.836, 0.506], [0.520, -3.339, 2.326], [-1.631, -2.037, 2.390], [-1.932, 0.997, -0.802], [-3.749, 2.450, 0.505], [-4.333, -0.618, -0.960], [-6.480, -1.206, -1.989], [-7.215, -0.017, -0.886], [-5.774, -2.586, -0.025]],
  "max_force_ha_per_bohr": 0.0147,
  "homo_lumo_gap_ha": 0.27641
}

---

{
  "formula": "C16H16Cl3F5HfOS",
  "method": "the ωB97M-V functional and the def2-TZVPD basis",
  "species": ["C", "C", "C", "C", "C", "C", "C", "C", "C", "C", "Hf", "Cl", "Cl", "Cl", "H", "H", "H", "H", "H", "H", "H", "H", "H", "H", "H", "H", "H", "H", "H", "O", "H", "F", "C", "C", "F", "C", "F", "C", "S", "C", "F", "C", "F"],
  "xyz": [[-0.840, 0.933, -1.932], [-1.066, -0.434, -2.357], [0.176, -1.152, -2.149], [-2.226, -0.928, -3.144], [1.148, -0.190, -1.720], [0.520, 1.069, -1.615], [1.228, 2.362, -1.399], [-1.805, 2.043, -2.086], [0.472, -2.527, -2.624], [2.602, -0.441, -1.632], [-1.488, -1.740, -0.516], [-2.491, -3.645, -0.932], [-3.050, -0.331, 0.477], [0.182, -2.110, 1.090], [-3.145, -0.372, -2.923], [-2.442, -1.998, -2.978], [-2.017, -0.808, -4.218], [-0.350, -3.241, -2.431], [1.369, -2.926, -2.131], [0.655, -2.539, -3.711], [2.811, -1.402, -1.145], [3.109, 0.344, -1.057], [3.071, -0.465, -2.631], [2.094, 2.245, -0.734], [0.564, 3.119, -0.965], [1.601, 2.771, -2.354], [-2.825, 1.724, -1.839], [-1.813, 2.439, -3.114], [-1.552, 2.878, -1.420], [0.614, 1.814, 2.372], [0.310, 1.030, 1.855], [-0.736, 0.264, 6.520], [0.058, 0.221, 5.419], [0.238, 1.333, 4.658], [-0.378, 2.474, 4.988], [1.254, 1.445, 3.565], [2.068, 2.517, 3.892], [2.099, 0.175, 3.341], [3.328, 0.180, 2.233], [1.804, -0.940, 4.152], [2.516, -2.075, 3.967], [0.849, -0.917, 5.160], [0.674, -1.992, 5.942]],
  "max_force_ha_per_bohr": 0.1043,
  "relative_energy_kcal_mol": 0.0,
  "total_charge": -2,
  "homo_lumo_gap_ha": [0.06509, 0.06464]
}

---

{
  "formula": "C16H16Cl3F5O2Os",
  "method": "the ωB97M-V functional and the def2-TZVPD basis",
  "species": ["C", "C", "C", "C", "C", "C", "C", "C", "C", "C", "Os", "Cl", "Cl", "Cl", "H", "H", "H", "H", "H", "H", "H", "H", "H", "H", "H", "H", "H", "H", "H", "O", "H", "F", "C", "C", "F", "C", "F", "C", "O", "C", "F", "C", "F"],
  "xyz": [[-0.670, 0.897, -2.683], [-1.591, -0.180, -2.435], [-0.885, -1.246, -1.821], [-3.036, -0.190, -2.824], [0.496, -0.852, -1.672], [0.643, 0.461, -2.265], [1.904, 1.233, -2.377], [-1.018, 2.191, -3.340], [-1.474, -2.578, -1.470], [1.595, -1.633, -1.036], [-0.625, 0.662, -0.490], [-4.949, -1.601, 0.614], [-2.507, 1.888, -0.151], [-0.796, -0.652, 1.322], [-3.534, 0.696, -2.420], [-3.534, -1.068, -2.408], [-3.155, -0.186, -3.916], [-2.285, -2.460, -0.741], [-0.704, -3.240, -1.060], [-1.913, -3.050, -2.361], [1.187, -2.501, -0.518], [2.145, -1.019, -0.309], [2.306, -1.982, -1.796], [2.758, 0.580, -2.579], [2.067, 1.726, -1.415], [1.835, 2.003, -3.149], [-1.914, 2.615, -2.877], [-1.225, 2.044, -4.407], [-0.194, 2.902, -3.237], [0.575, 1.909, 0.181], [1.224, 1.586, 0.936], [0.504, -0.822, 6.789], [0.986, -0.365, 5.618], [0.551, 0.873, 5.134], [-0.304, 1.618, 5.861], [0.999, 1.322, 3.907], [0.644, 2.542, 3.472], [1.838, 0.512, 3.069], [2.136, 0.834, 1.865], [2.346, -0.688, 3.669], [3.253, -1.396, 2.976], [1.921, -1.120, 4.908], [2.401, -2.265, 5.435]],
  "max_force_ha_per_bohr": 0.0612,
  "relative_energy_kcal_mol": 0.0,
  "total_charge": -2,
  "s_squared": 6.018,
  "multiplicity": 5,
  "homo_lumo_gap_ha": [0.15566, 0.21563]
}

---

{
  "formula": "C16H16Cl3F5O2Ru",
  "method": "the ωB97M-V functional and the def2-TZVPD basis",
  "species": ["C", "C", "C", "C", "C", "C", "C", "C", "C", "C", "Ru", "Cl", "Cl", "Cl", "H", "H", "H", "H", "H", "H", "H", "H", "H", "H", "H", "H", "H", "H", "H", "O", "H", "F", "C", "C", "F", "C", "F", "C", "O", "C", "F", "C", "F"],
  "xyz": [[-1.561, -1.578, -1.350], [-0.312, -2.018, -1.924], [0.266, -0.887, -2.610], [0.191, -3.397, -2.057], [-0.650, 0.225, -2.439], [-1.753, -0.235, -1.705], [-3.017, 0.531, -1.517], [-2.566, -2.446, -0.707], [1.394, -0.989, -3.548], [-0.555, 1.522, -3.125], [1.514, -1.286, -0.785], [3.360, -2.261, -0.902], [0.404, -1.827, 1.150], [1.859, 0.967, -0.619], [-0.308, -4.061, -1.333], [1.277, -3.411, -1.842], [0.028, -3.757, -3.079], [2.219, -1.542, -3.059], [1.769, 0.012, -3.817], [1.085, -1.538, -4.449], [0.463, 1.917, -3.083], [-1.239, 2.244, -2.657], [-0.845, 1.428, -4.185], [-2.814, 1.587, -1.321], [-3.590, 0.131, -0.679], [-3.651, 0.469, -2.419], [-2.090, -3.188, -0.059], [-3.162, -2.973, -1.465], [-3.255, -1.836, -0.104], [-1.741, 1.779, 1.453], [-0.810, 1.451, 1.524], [2.330, 2.095, 7.886], [1.942, 2.050, 6.604], [0.751, 1.411, 6.249], [0.009, 0.827, 7.219], [0.338, 1.364, 4.945], [-0.793, 0.731, 4.614], [1.091, 1.969, 3.869], [0.698, 1.918, 2.685], [2.322, 2.602, 4.292], [3.102, 3.162, 3.349], [2.721, 2.638, 5.607], [3.875, 3.241, 5.959]],
  "max_force_ha_per_bohr": 0.0980,
  "total_charge": -2,
  "s_squared": 6.076,
  "multiplicity": 5,
  "homo_lumo_gap_ha": [0.22211, 0.21493]
}

---

{
  "formula": "C16H16Cl3F5ORu",
  "method": "the ωB97M-V functional and the def2-TZVPD basis",
  "species": ["C", "C", "C", "C", "C", "C", "C", "C", "C", "C", "Ru", "Cl", "Cl", "Cl", "H", "H", "H", "H", "H", "H", "H", "H", "H", "H", "H", "H", "H", "H", "H", "O", "H", "F", "C", "C", "C", "F", "C", "F", "C", "F", "C", "F"],
  "xyz": [[-0.903, 0.826, -1.590], [-1.016, -0.476, -2.236], [0.267, -1.091, -2.190], [-2.239, -1.051, -2.853], [1.204, -0.179, -1.637], [0.517, 1.007, -1.271], [1.171, 2.329, -1.124], [-1.849, 1.959, -1.848], [0.530, -2.460, -2.647], [2.652, -0.418, -1.538], [-0.859, -0.044, 0.441], [-1.719, -2.139, -0.130], [-3.222, -0.151, 0.643], [0.519, -1.882, 1.141], [-3.094, -0.378, -2.745], [-2.528, -1.977, -2.334], [-2.054, -1.308, -3.904], [-0.183, -3.155, -2.185], [1.546, -2.755, -2.382], [0.455, -2.568, -3.739], [2.846, -1.369, -1.058], [3.128, 0.366, -0.948], [3.168, -0.434, -2.494], [2.131, 2.213, -0.630], [0.520, 2.960, -0.521], [1.374, 2.840, -2.081], [-2.898, 1.646, -1.685], [-1.728, 2.303, -2.902], [-1.589, 2.790, -1.176], [-0.875, 1.920, 0.865], [-0.255, 2.107, 1.606], [2.223, -0.093, 1.832], [1.293, -0.128, 2.827], [-0.065, 0.062, 2.533], [-0.948, 0.154, 3.581], [-2.225, 0.456, 3.370], [-0.533, -0.008, 4.910], [-1.447, -0.039, 5.878], [0.796, -0.257, 5.208], [1.176, -0.590, 6.459], [1.710, -0.320, 4.151], [3.002, -0.668, 4.407]],
  "max_force_ha_per_bohr": 0.0781,
  "relative_energy_kcal_mol": 11.9,
  "total_charge": -2,
  "s_squared": 6.036,
  "multiplicity": 5,
  "homo_lumo_gap_ha": [0.19842, 0.21402]
}

---

{
  "formula": "C16H16Cl5N3O4Rh",
  "method": "the ωB97M-V functional and the def2-TZVPD basis",
  "species": ["Rh", "Cl", "C", "C", "C", "Cl", "C", "Cl", "C", "Cl", "C", "Cl", "C", "C", "N", "O", "H", "H", "H", "H", "H", "C", "C", "C", "C", "C", "C", "O", "N", "C", "O", "N", "C", "O", "H", "H", "H", "H", "H", "H", "H", "H", "H", "H", "H"],
  "xyz": [[1.075, -1.129, -0.358], [2.745, -3.007, -0.393], [1.152, -3.725, -0.609], [0.180, -2.767, -0.770], [-1.150, -3.151, -0.934], [-2.402, -2.003, -1.219], [-1.442, -4.521, -0.918], [-3.059, -5.036, -1.144], [-0.432, -5.476, -0.724], [-0.823, -7.138, -0.686], [0.898, -5.084, -0.572], [2.176, -6.198, -0.358], [-0.045, -1.562, 3.816], [-0.253, -1.301, 2.359], [-1.462, -1.061, 1.904], [0.771, -1.319, 1.624], [-0.978, -1.755, 4.339], [0.437, -0.684, 4.250], [0.631, -2.404, 3.933], [-2.238, -1.037, 2.546], [-1.622, -0.771, 0.945], [-0.525, 2.663, 1.819], [-1.120, 2.882, 0.436], [-0.143, 2.587, -0.714], [-0.831, 2.894, -2.075], [0.027, 2.660, -3.308], [1.081, 3.505, -0.595], [0.952, 4.696, -0.508], [2.345, 2.920, -0.556], [2.615, 1.565, -0.666], [3.684, 1.072, -0.444], [1.488, 0.791, -1.013], [0.279, 1.162, -0.711], [-0.430, 0.137, -0.432], [-1.271, 2.847, 2.591], [0.308, 3.340, 2.010], [-0.164, 1.638, 1.949], [-1.434, 3.920, 0.327], [-1.999, 2.250, 0.287], [-1.128, 3.942, -2.015], [-1.744, 2.297, -2.120], [0.921, 3.285, -3.301], [-0.536, 2.918, -4.204], [0.339, 1.620, -3.410], [3.127, 3.537, -0.381]],
  "max_force_ha_per_bohr": 0.0488,
  "relative_energy_kcal_mol": 30.7,
  "total_charge": 1,
  "homo_lumo_gap_ha": [0.24886, 0.24912]
}

---

{
  "formula": "C16H16ClN3O2S",
  "method": "the ωB97M-V functional and the def2-TZVPD basis",
  "species": ["C", "H", "O", "C", "C", "C", "C", "C", "C", "Cl", "H", "C", "C", "O", "N", "H", "N", "C", "S", "N", "C", "C", "C", "C", "C", "C", "H", "H", "H", "H", "H", "H", "H", "H", "H", "H", "H", "H", "H"],
  "xyz": [[-3.988, 1.276, 2.847], [-3.367, 1.538, 3.706], [-3.246, 1.229, 1.641], [-2.217, 0.324, 1.600], [-2.321, -0.759, 0.731], [-1.298, -1.675, 0.604], [-0.133, -1.539, 1.352], [-0.009, -0.452, 2.203], [-1.036, 0.468, 2.329], [-0.799, 1.820, 3.379], [0.890, -0.312, 2.785], [0.972, -2.547, 1.209], [1.446, -2.596, -0.238], [1.385, -3.566, -0.951], [1.984, -1.413, -0.645], [1.932, -0.580, -0.071], [2.382, -1.218, -1.970], [1.493, -0.783, -2.926], [1.641, -1.291, -4.483], [0.519, 0.096, -2.575], [0.487, 1.037, -1.543], [1.645, 1.491, -0.913], [1.558, 2.456, 0.076], [0.332, 2.986, 0.437], [-0.818, 2.550, -0.201], [-0.744, 1.582, -1.183], [-1.640, 1.245, -1.683], [-1.778, 2.961, 0.068], [0.275, 3.745, 1.201], [2.462, 2.806, 0.553], [2.612, 1.137, -1.240], [-0.189, 0.212, -3.290], [2.963, -1.979, -2.314], [0.613, -3.545, 1.466], [1.812, -2.296, 1.858], [-1.400, -2.510, -0.073], [-3.228, -0.860, 0.156], [-4.743, 2.045, 2.698], [-4.478, 0.315, 3.038]],
  "max_force_ha_per_bohr": 0.0147,
  "relative_energy_kcal_mol": 24.4,
  "homo_lumo_gap_ha": 0.32185
}

---

{
  "formula": "C16H16ClNO3",
  "method": "the ωB97M-V functional and the def2-TZVPD basis",
  "species": ["O", "C", "N", "C", "C", "H", "C", "C", "H", "H", "H", "H", "H", "H", "H", "C", "C", "C", "C", "O", "C", "H", "H", "O", "C", "C", "C", "C", "C", "C", "Cl", "H", "H", "H", "H", "H", "H"],
  "xyz": [[2.273, 2.707, 1.005], [1.747, 1.794, 1.619], [1.689, 1.792, 2.968], [0.926, 0.922, 3.839], [0.623, 1.804, 5.049], [-0.239, 2.438, 4.841], [1.887, 2.655, 5.155], [2.231, 2.933, 3.694], [1.758, 3.851, 3.328], [3.304, 3.016, 3.510], [2.684, 2.080, 5.628], [1.734, 3.570, 5.722], [0.425, 1.223, 5.947], [1.536, 0.063, 4.144], [0.028, 0.557, 3.339], [1.173, 0.620, 0.919], [1.095, -0.717, 1.214], [0.551, -1.347, 0.074], [0.333, -0.352, -0.835], [0.711, 0.833, -0.334], [-0.226, -0.387, -2.220], [-0.767, 0.550, -2.413], [0.593, -0.475, -2.952], [-1.083, -1.502, -2.307], [-1.666, -1.787, -3.499], [-1.539, -1.037, -4.663], [-2.185, -1.430, -5.824], [-2.966, -2.570, -5.846], [-3.106, -3.329, -4.695], [-2.462, -2.940, -3.537], [-2.623, -3.874, -2.096], [-3.711, -4.222, -4.690], [-3.467, -2.872, -6.752], [-2.072, -0.833, -6.716], [-0.938, -0.142, -4.671], [0.340, -2.388, -0.058], [1.410, -1.204, 2.113]],
  "max_force_ha_per_bohr": 0.0184,
  "relative_energy_kcal_mol": 24.9,
  "homo_lumo_gap_ha": 0.34727
}

---

What did the sixth record say?
{
  "formula": "C16H16Cl5N3O4Rh",
  "method": "the ωB97M-V functional and the def2-TZVPD basis",
  "species": ["Rh", "Cl", "C", "C", "C", "Cl", "C", "Cl", "C", "Cl", "C", "Cl", "C", "C", "N", "O", "H", "H", "H", "H", "H", "C", "C", "C", "C", "C", "C", "O", "N", "C", "O", "N", "C", "O", "H", "H", "H", "H", "H", "H", "H", "H", "H", "H", "H"],
  "xyz": [[1.075, -1.129, -0.358], [2.745, -3.007, -0.393], [1.152, -3.725, -0.609], [0.180, -2.767, -0.770], [-1.150, -3.151, -0.934], [-2.402, -2.003, -1.219], [-1.442, -4.521, -0.918], [-3.059, -5.036, -1.144], [-0.432, -5.476, -0.724], [-0.823, -7.138, -0.686], [0.898, -5.084, -0.572], [2.176, -6.198, -0.358], [-0.045, -1.562, 3.816], [-0.253, -1.301, 2.359], [-1.462, -1.061, 1.904], [0.771, -1.319, 1.624], [-0.978, -1.755, 4.339], [0.437, -0.684, 4.250], [0.631, -2.404, 3.933], [-2.238, -1.037, 2.546], [-1.622, -0.771, 0.945], [-0.525, 2.663, 1.819], [-1.120, 2.882, 0.436], [-0.143, 2.587, -0.714], [-0.831, 2.894, -2.075], [0.027, 2.660, -3.308], [1.081, 3.505, -0.595], [0.952, 4.696, -0.508], [2.345, 2.920, -0.556], [2.615, 1.565, -0.666], [3.684, 1.072, -0.444], [1.488, 0.791, -1.013], [0.279, 1.162, -0.711], [-0.430, 0.137, -0.432], [-1.271, 2.847, 2.591], [0.308, 3.340, 2.010], [-0.164, 1.638, 1.949], [-1.434, 3.920, 0.327], [-1.999, 2.250, 0.287], [-1.128, 3.942, -2.015], [-1.744, 2.297, -2.120], [0.921, 3.285, -3.301], [-0.536, 2.918, -4.204], [0.339, 1.620, -3.410], [3.127, 3.537, -0.381]],
  "max_force_ha_per_bohr": 0.0488,
  "relative_energy_kcal_mol": 30.7,
  "total_charge": 1,
  "homo_lumo_gap_ha": [0.24886, 0.24912]
}